The following is a quantum chemistry calculation of a 2-piece molecular cluster, C45H34OP overall at a distorted geometry, from the Open Molecules 2025 dataset.

```
81
Properties=species:S:1:pos:R:3
C 4.19 -0.67 1.69
C 3.59 0.36 0.97
C 2.36 0.15 0.36
C 1.72 -1.09 0.46
P 0.10 -1.24 -0.32
C 0.27 -2.50 -1.67
C -0.81 -2.79 -2.53
C -0.73 -3.79 -3.50
C 0.43 -4.54 -3.65
C 1.51 -4.27 -2.81
C 1.43 -3.27 -1.84
C -0.91 -2.12 0.90
C -2.03 -2.89 0.49
C -2.80 -3.57 1.44
C -2.48 -3.51 2.80
C -1.38 -2.76 3.20
C -0.60 -2.08 2.27
C -0.56 0.45 -0.54
C -0.71 0.89 -1.97
O -1.67 1.63 -2.28
C 0.11 0.31 -3.09
C 1.49 0.09 -3.02
C 2.17 -0.55 -4.05
C 1.52 -0.96 -5.21
C 0.17 -0.64 -5.36
C -0.53 0.01 -4.32
C 2.35 -2.15 1.14
C 3.57 -1.93 1.77
H 5.14 -0.49 2.20
H 4.05 1.33 0.90
H 1.84 0.97 -0.14
H -1.73 -2.22 -2.47
H -1.58 -3.97 -4.17
H 0.50 -5.33 -4.42
H 2.43 -4.84 -2.93
H 2.31 -3.08 -1.23
H -2.30 -2.94 -0.56
H -3.67 -4.15 1.10
H -3.09 -4.03 3.53
H -1.14 -2.67 4.26
H 0.25 -1.49 2.61
H -1.67 0.22 -0.25
H 2.02 0.42 -2.15
H 3.23 -0.80 -3.92
H 2.05 -1.51 -5.99
H -0.36 -0.95 -6.27
H -1.57 0.26 -4.49
H 1.88 -3.14 1.20
H 4.05 -2.74 2.32
C -0.61 2.04 0.81
C -0.87 3.24 -0.04
C 0.19 3.76 -0.81
C 0.10 4.97 -1.49
C -1.10 5.69 -1.49
C -2.17 5.18 -0.75
C -2.06 4.00 -0.03
C -1.74 1.54 1.65
C -1.26 1.19 2.95
C -2.10 0.55 3.87
C -3.42 0.27 3.51
C -3.91 0.68 2.26
C -3.07 1.35 1.34
C 0.13 1.58 3.04
C 0.50 2.18 1.79
C 1.64 3.01 1.83
C 2.49 2.96 2.95
C 2.21 2.17 4.07
C 0.99 1.48 4.13
H 1.12 3.18 -0.87
H 0.96 5.33 -2.06
H -1.18 6.62 -2.06
H -3.13 5.72 -0.79
H -2.93 3.66 0.53
H -1.67 0.22 4.83
H -4.07 -0.28 4.20
H -4.94 0.45 1.98
H -3.46 1.67 0.38
H 1.87 3.69 1.02
H 3.43 3.53 2.93
H 2.93 2.10 4.89
H 0.75 0.84 4.96
```

Largest force on an atom: 3.235 eV Å⁻¹
2S+1: 1
HOMO energy: -0.394 hartree
Net charge: +1
Energy above the lowest of the compared OMol25 structures with the same formula, charge and spin: 0.000 eV


The following is a quantum chemistry calculation of a 6-piece molecular cluster, C45H35BBr3F2N2O25S overall at a distorted geometry, from the Open Molecules 2025 dataset.

```
114
Properties=species:S:1:pos:R:3
C 3.37 0.27 -5.09
C 3.10 0.39 -3.60
S 1.36 0.80 -3.28
C 0.83 -0.58 -2.24
C -0.66 -0.75 -2.23
C -1.38 -0.42 -1.08
C -0.73 0.18 0.14
O -0.41 -0.46 1.09
O -0.58 1.51 0.11
C -2.76 -0.61 -1.05
Br -3.78 -0.13 0.45
C -3.42 -1.12 -2.15
B -5.03 -1.32 -2.13
C -5.61 -2.57 -1.38
O -5.77 -0.39 -2.76
N -2.71 -1.42 -3.26
N -3.51 -1.93 -4.31
C -3.62 -1.05 -5.45
O -4.01 0.06 -5.32
F -3.35 -1.59 -6.62
C -3.31 -3.33 -4.59
O -2.62 -3.79 -5.42
F -4.04 -4.09 -3.81
C -1.35 -1.25 -3.33
C -0.63 -1.59 -4.57
Br -0.59 -0.33 -5.98
C 0.02 -2.74 -4.73
C 0.78 -3.16 -5.94
Br -0.04 -4.00 -3.31
H 4.42 0.06 -5.28
H 2.80 -0.58 -5.47
H 3.03 1.15 -5.65
H 3.75 1.13 -3.13
H 3.30 -0.57 -3.12
H 1.28 -1.53 -2.54
H 1.19 -0.39 -1.22
H -0.77 1.86 -0.78
H -5.30 -3.48 -1.92
H -6.69 -2.53 -1.27
H -5.15 -2.63 -0.39
H -6.56 -0.80 -3.14
H 1.66 -2.54 -6.11
H 0.13 -3.06 -6.81
H 1.08 -4.20 -5.88
C 3.93 3.75 1.78
C 2.95 3.06 1.18
C 3.22 1.81 0.39
O 2.27 1.24 -0.11
C 4.59 1.36 0.26
C 5.58 2.04 0.86
C 5.30 3.28 1.67
O 6.25 3.83 2.20
O 6.85 1.69 0.78
O 1.68 3.42 1.25
H 3.75 4.64 2.35
H 4.77 0.46 -0.32
H 7.34 2.35 1.31
H 1.18 2.75 0.75
C 3.28 -0.63 4.35
C 3.71 -1.75 4.95
C 4.97 -1.77 5.79
O 5.28 -2.83 6.31
C 5.73 -0.54 5.92
C 5.29 0.57 5.32
C 4.03 0.60 4.51
O 3.69 1.65 4.00
O 5.94 1.73 5.40
O 3.09 -2.91 4.86
H 2.38 -0.61 3.75
H 6.63 -0.57 6.51
H 5.42 2.38 4.89
H 3.61 -3.55 5.38
C 1.38 6.52 4.27
C 0.52 6.20 3.28
C -0.63 7.11 2.91
O -1.35 6.75 1.99
C -0.81 8.34 3.66
C 0.05 8.65 4.64
C 1.21 7.76 5.00
O 1.95 8.12 5.89
O -0.06 9.75 5.36
O 0.61 5.09 2.57
H 2.20 5.88 4.54
H -1.65 8.97 3.39
H 0.68 9.73 6.00
H -0.14 5.13 1.94
C -6.34 -6.12 -7.68
C -5.26 -6.00 -6.90
C -4.43 -7.18 -6.50
O -3.46 -6.98 -5.80
C -4.83 -8.50 -6.97
C -5.91 -8.62 -7.75
C -6.73 -7.43 -8.17
O -7.68 -7.62 -8.90
O -6.33 -9.79 -8.21
O -4.84 -4.83 -6.41
H -6.95 -5.27 -7.98
H -4.23 -9.34 -6.66
H -7.12 -9.60 -8.75
H -4.05 -5.02 -5.87
C -0.83 1.76 6.58
C 0.43 1.72 6.12
C 1.61 1.68 7.05
O 2.72 1.62 6.55
C 1.37 1.72 8.48
C 0.12 1.77 8.94
C -1.07 1.78 8.01
O -2.18 1.80 8.51
O -0.18 1.81 10.23
O 0.72 1.71 4.82
H -1.69 1.78 5.92
H 2.23 1.72 9.14
H -1.16 1.83 10.28
H 1.70 1.69 4.74
```

Largest force on an atom: 1.957 eV Å⁻¹
2S+1: 1
HOMO energy: -0.402 hartree
Net charge: +1


The following is a quantum chemistry calculation of C45H35N5O6P3Se2Ti as an isolated structure at a distorted geometry, from the Open Molecules 2025 dataset.

```
97
Properties=species:S:1:pos:R:3
Ti -1.28 -1.33 -0.05
O 0.89 -2.69 -5.35
C 1.86 -2.78 -4.46
O 2.98 -3.10 -4.76
C 1.50 -2.49 -3.04
C 2.39 -2.57 -1.98
N 1.71 -2.27 -0.87
N 0.45 -1.98 -1.14
C 0.29 -2.11 -2.44
C -1.10 -1.86 -2.92
O -1.38 -2.04 -4.10
O -1.90 -1.54 -1.97
H 0.01 -2.43 -4.94
H 3.43 -2.84 -1.97
H 1.94 -2.22 0.13
Se 0.16 5.75 -0.94
P 1.39 4.04 -0.80
C 2.47 3.76 -2.24
C 2.66 4.78 -3.16
C 3.50 4.59 -4.25
C 4.15 3.37 -4.42
C 3.96 2.35 -3.50
C 3.12 2.53 -2.42
C 2.55 4.18 0.60
C 3.88 3.77 0.53
C 4.72 3.95 1.61
C 4.25 4.54 2.78
C 2.93 4.96 2.85
C 2.09 4.79 1.76
C 0.48 2.47 -0.72
C -0.19 1.69 0.20
N -0.73 0.67 -0.52
N -0.38 0.82 -1.81
N 0.32 1.89 -1.95
P -0.75 1.75 1.94
Se 0.18 -1.70 1.80
C 0.79 1.78 2.92
C 0.71 2.01 4.29
C 1.83 1.90 5.10
C 3.05 1.52 4.56
C 3.13 1.25 3.20
C 2.02 1.38 2.39
C -1.41 3.47 2.00
C -1.10 4.46 2.92
C -1.75 5.69 2.89
C -2.73 5.94 1.94
C -3.07 4.94 1.04
C -2.43 3.72 1.08
H 2.13 5.71 -3.02
H 3.64 5.38 -4.96
H 4.80 3.22 -5.27
H 4.45 1.39 -3.65
H 2.95 1.72 -1.72
H 4.27 3.31 -0.37
H 5.75 3.63 1.54
H 4.91 4.67 3.62
H 2.55 5.42 3.75
H 1.07 5.16 1.79
H -0.25 2.26 4.74
H 1.75 2.09 6.17
H 3.92 1.42 5.19
H 4.08 0.95 2.77
H 2.09 1.17 1.33
H -0.33 4.29 3.66
H -1.47 6.46 3.60
H -3.22 6.90 1.91
H -3.84 5.12 0.30
H -2.72 2.95 0.37
O -4.64 -1.82 2.21
C -3.56 -2.07 1.74
O -2.82 -1.20 1.06
C -2.90 -3.45 1.85
P -2.31 -3.77 0.15
C -1.49 -5.37 0.09
C -1.03 -6.01 1.24
C -0.33 -7.21 1.14
C -0.08 -7.77 -0.10
C -0.53 -7.13 -1.26
C -1.22 -5.94 -1.16
C -3.90 -4.08 -0.70
C -4.53 -3.07 -1.43
C -5.78 -3.30 -1.99
C -6.40 -4.52 -1.84
C -5.79 -5.53 -1.12
C -4.54 -5.31 -0.55
H -3.62 -4.18 2.24
H -2.03 -3.34 2.50
H -1.21 -5.57 2.21
H 0.02 -7.70 2.04
H 0.46 -8.70 -0.18
H -0.33 -7.56 -2.23
H -1.57 -5.44 -2.06
H -4.04 -2.12 -1.57
H -6.25 -2.51 -2.56
H -7.38 -4.69 -2.29
H -6.27 -6.49 -0.99
H -4.07 -6.11 0.02
```

Largest force on an atom: 2.357 eV Å⁻¹
2S+1: 1
HOMO energy (alpha / beta): -0.193 / -0.193 hartree
Net charge: -1
Energy above the lowest of the compared OMol25 structures with the same formula, charge and spin: 0.000 eV